#one
This record from OMol25 describes an isolated molecule of C2H6N2OS. The level of theory is ωB97M-V/def2-TZVPD.

Summary:
E_HOMO	-8.8	eV
Kohn-Sham gap	9.379	eV
structure (SMILES)	COC(=S)NN

Cartesian coordinates (Å):
C 1.652 0.402 0.759
C -0.573 0.466 0.252
H 1.544 1.624 0.636
H 1.446 0.155 1.937
H 2.550 -0.306 0.447
H -2.260 0.448 -0.706
H -0.249 -0.791 -1.713
H -1.023 -2.306 -0.791
N -1.597 -0.271 -0.238
N -1.112 -1.355 -1.265
O 0.582 -0.180 0.147
S -0.960 2.112 0.535

#two
This record from OMol25 describes an isolated molecule of C2H6N2OS. The level of theory is ωB97M-V/def2-TZVPD.

Summary:
E_HOMO	-8.5	eV
Kohn-Sham gap	8.907	eV
structure (SMILES)	NCC(=S)NO

Cartesian coordinates (Å):
C -0.042 -0.683 0.572
C 1.022 0.421 0.103
H -0.177 -1.225 -1.271
H -1.583 -1.540 -0.365
H 0.555 -1.578 0.829
H -0.575 -0.512 1.451
H 0.884 2.384 -0.058
H -1.287 0.493 -0.337
N -0.837 -0.876 -0.597
N 0.385 1.477 -0.251
O -1.040 1.491 0.057
S 2.693 0.149 -0.133

Which one sits at the bottom of the stability order? #one does.